Entry 1:
The following is a quantum chemistry calculation of 2 unconnected molecules or ions with the total composition C5H10, from the Open Molecules 2025 dataset.

Last column: Mulliken charge in e.
Positions of all 15 atoms, in Å:
C (0.56613, -1.12329, -0.01443)  -0.53
C (0.08775, 0.83226, -1.68930)  -0.70
C (0.33243, 0.29786, -0.50043)  0.23
C (0.44965, 0.86766, 0.90357)  -0.58
C (0.64278, -0.57751, 1.43766)  -0.41
H (-2.43160, -0.04121, -0.80734)  -0.23
H (-0.06826, 1.90221, -1.80795)  0.25
H (1.49257, -1.57873, -0.38197)  0.25
H (-3.14631, -0.21472, -0.68867)  0.23
H (-0.16445, -0.92459, 2.08831)  0.25
H (0.03575, 0.21816, -2.58572)  0.26
H (-0.25958, -1.81634, -0.21187)  0.23
H (1.31184, 1.52779, 1.05032)  0.26
H (1.59671, -0.75505, 1.94196)  0.25
H (-0.44541, 1.38549, 1.26585)  0.23

As for the structure (SMILES): C=C1CCC1.[H][H]. Its LUMO energy is 0.048 Ha. As for the molar mass: 70.13 g/mol.

=====

Entry 2:
The following is a quantum chemistry calculation of a molecular structure, C8H22AgN2O10S2 at a distorted geometry, from the Open Molecules 2025 dataset.

Last column: Mulliken charge in e.
Positions of all 45 atoms, in Å:
Ag (-19.50083, -15.24138, -6.15730)  0.79
S (-19.35424, -11.15651, -7.76046)  1.13
S (-21.57122, -14.36761, -2.54413)  1.28
O (-18.85467, -10.71675, -9.03861)  -0.72
O (-19.93647, -10.04198, -6.98694)  -0.76
O (-22.10286, -14.76045, -3.81214)  -0.54
O (-21.80507, -15.38723, -1.52445)  -0.69
O (-20.38268, -12.18075, -7.87216)  -0.74
O (-20.16050, -14.19846, -2.83073)  -0.52
O (-16.28639, -16.98659, -6.28219)  -0.27
O (-18.38406, -11.89464, -6.94491)  -0.74
O (-18.93761, -15.41913, -13.53262)  -0.32
O (-22.15080, -13.03365, -2.15404)  -0.53
N (-18.54918, -18.38906, -5.02550)  -0.55
N (-20.18972, -16.86232, -10.27473)  -0.57
C (-17.11178, -18.59536, -4.70590)  0.36
C (-19.21644, -14.31674, -14.35952)  -0.77
C (-16.21026, -18.38608, -5.91661)  -0.70
C (-19.68043, -15.45004, -12.24206)  -0.81
C (-15.58097, -16.52159, -7.40625)  -0.72
C (-20.18896, -18.03490, -12.41868)  -1.44
C (-19.57718, -16.90237, -11.61863)  0.38
C (-17.00981, -19.92631, -3.93907)  -1.52
H (-19.09332, -18.43614, -4.17591)  0.24
H (-16.05869, -15.61090, -7.76754)  0.29
H (-20.22049, -17.85642, -10.09891)  0.28
H (-14.52302, -16.32173, -7.23626)  0.24
H (-16.84860, -17.75673, -4.06128)  0.28
H (-20.16154, -14.43532, -14.88945)  0.28
H (-15.63152, -17.30556, -8.16186)  0.29
H (-19.33881, -14.65081, -11.58432)  0.52
H (-21.14137, -16.57178, -10.44809)  0.28
H (-20.02325, -18.99137, -11.92291)  0.40
H (-15.19732, -18.59582, -5.57302)  0.30
H (-18.80167, -19.29270, -5.39936)  0.25
H (-18.33627, -14.28508, -15.00170)  0.26
H (-19.80665, -18.09677, -13.43756)  0.35
H (-19.12317, -13.34153, -13.88165)  0.34
H (-16.01951, -20.00108, -3.48985)  0.36
H (-16.53904, -18.99992, -6.75519)  0.36
H (-17.06388, -20.74958, -4.65140)  0.40
H (-20.71328, -15.16227, -12.43831)  0.33
H (-18.51019, -17.12453, -11.60239)  0.18
H (-17.74215, -20.06351, -3.14349)  0.41
H (-21.27326, -17.99817, -12.52373)  0.33

The total charge is -2. Its multiplicity is 2. Its LUMO energy (spin up / spin down) is 0.125 / 0.106 Ha. As for the molar mass: 478.27 g/mol. The expectation value of S² is 0.76.

=====

Entry 3:
The following is a quantum chemistry calculation of a single C6H9F molecule at a distorted geometry, from the Open Molecules 2025 dataset.

Last column: Mulliken charge in e.
Positions of all 16 atoms, in Å:
F (0.87822, -1.14368, 1.20537)  -0.33
C (-0.72324, 0.97913, 0.75479)  -0.68
C (-1.47198, -0.22772, 0.11749)  -0.53
C (1.97745, 0.32034, -0.19453)  -0.55
C (0.79043, -0.57104, -0.05005)  0.74
C (0.60512, 0.90059, -0.05477)  -0.19
C (-0.44282, -1.07425, -0.69542)  -0.89
H (-0.63615, -2.13666, -0.59058)  0.33
H (2.34250, 0.50705, -1.18214)  0.24
H (-0.47817, 0.80870, 1.86322)  0.26
H (-1.20403, 1.93475, 0.59604)  0.31
H (-2.37987, 0.02267, -0.46413)  0.34
H (-0.41207, -0.89941, -1.76649)  0.27
H (0.34812, 1.28518, -1.04448)  0.14
H (2.65364, 0.14962, 0.61907)  0.27
H (-1.84717, -0.85529, 0.88660)  0.29

As for the structure (SMILES): F[C@@]12CCC[C@H]1C2. Its LUMO energy is 0.038 Ha. As for the molar mass: 100.14 g/mol.

=====

Entry 4:
The following is a quantum chemistry calculation of a molecular structure, C7H15N2O7S2, from the Open Molecules 2025 dataset.

Last column: Mulliken charge in e.
Positions of all 33 atoms, in Å:
S (1.07515, 1.88636, 0.62547)  1.11
S (1.19713, 0.51724, -1.80120)  1.09
O (1.54991, 3.19784, 0.24018)  -0.74
O (-3.51514, 0.52752, 3.55620)  -0.34
O (-3.68910, 2.73925, 3.45884)  -0.35
O (1.75759, 1.50595, -2.69740)  -0.73
O (-3.57345, 1.72181, 5.46376)  -0.56
O (-0.21889, 0.24769, -1.96577)  -0.69
O (-0.35391, 1.79141, 0.86805)  -0.65
N (2.53650, -3.87908, -3.29625)  -0.65
N (1.63011, 0.70494, -0.28007)  -0.37
C (1.89016, 1.47580, 2.17108)  -0.96
C (-3.80429, 0.83157, 2.18414)  -0.29
C (1.24201, -3.20501, -3.10971)  -0.65
C (-3.58785, 1.67085, 4.27336)  0.67
C (1.26704, -2.28786, -1.89777)  -0.42
C (2.08364, -1.01457, -2.14058)  -0.96
C (-3.46282, 2.30563, 2.10423)  0.02
H (0.24365, -2.01105, -1.64146)  0.37
H (2.52531, 2.31483, 2.44184)  0.30
H (3.23103, -3.20426, -3.59959)  0.25
H (1.68714, -2.84553, -1.05874)  0.27
H (-4.10002, 2.87345, 1.43235)  0.27
H (2.46398, -4.55150, -4.05077)  0.22
H (-3.19595, 0.21411, 1.52978)  0.28
H (-4.86475, 0.63478, 2.01003)  0.26
H (1.11961, 1.31068, 2.92022)  0.27
H (2.95655, -0.97595, -1.49209)  0.34
H (0.48860, -3.98298, -2.96273)  0.42
H (0.93252, -2.62877, -3.99194)  0.33
H (2.42375, -0.91984, -3.17357)  0.48
H (2.47985, 0.57395, 2.03901)  0.30
H (-2.41507, 2.46072, 1.84112)  0.09

The total charge is -1. Its LUMO energy is 0.110 Ha. As for the molar mass: 303.34 g/mol.

=====

Entry 5:
The following is a quantum chemistry calculation of a single CH5N3 molecule at a distorted geometry, from the Open Molecules 2025 dataset.

Last column: Mulliken charge in e.
Positions of all 9 atoms, in Å:
N (-1.56766, 0.66215, -0.32144)  -0.65
N (-0.54302, -0.06495, 0.20027)  -0.06
N (1.71264, -0.70922, 0.28664)  -0.64
C (0.74701, -0.00716, -0.13020)  0.11
H (0.91264, 0.78125, -0.83674)  0.36
H (-0.88290, -0.73649, 0.90479)  0.19
H (-1.57764, 1.63057, 0.03042)  0.24
H (1.37286, -1.49824, 0.88251)  0.20
H (-1.52078, 0.65006, -1.35810)  0.26

As for the structure (SMILES): [H]/N=C\NN. Its LUMO energy is 0.038 Ha. As for the molar mass: 59.07 g/mol.

=====

Entry 6:
The following is a quantum chemistry calculation of 2 unconnected molecules or ions with the total composition C3H11NO2 at a distorted geometry, from the Open Molecules 2025 dataset.

Last column: Mulliken charge in e.
Positions of all 17 atoms, in Å:
O (1.00727, -1.38084, -3.02268)  -0.66
O (2.14454, 0.54764, -0.02798)  -0.52
N (-1.68922, -0.08047, -0.39050)  -0.49
C (0.13279, 0.02371, 1.25924)  -0.58
C (-1.39673, 0.03562, 1.02309)  -0.59
C (0.91585, 1.05665, 0.46763)  -0.48
H (-1.17401, -0.83713, -0.80149)  0.13
H (1.08227, 2.01325, 0.97566)  0.29
H (1.52971, -0.95937, -2.31941)  0.33
H (0.16617, -0.91549, -2.97366)  0.31
H (0.31084, 1.34940, -0.37760)  0.38
H (0.41154, -0.91857, 0.78801)  0.34
H (-2.65296, -0.08215, -0.66556)  0.20
H (-1.89839, 0.92170, 1.41957)  0.38
H (2.52115, 0.06555, 0.71712)  0.31
H (-1.70092, -0.84801, 1.59093)  0.29
H (0.29008, 0.00852, 2.33762)  0.34

As for the structure (SMILES): NCCCO.O. Its LUMO energy is 0.033 Ha. As for the molar mass: 93.13 g/mol.